(1)
{"formula": "C26H40BrFeNOP2", "method": "the ωB97M-V functional and the def2-TZVPD basis", "symbols": ["N", "C", "C", "C", "C", "C", "C", "Fe", "P", "C", "C", "C", "C", "C", "C", "C", "Br", "H", "H", "H", "H", "H", "H", "H", "H", "H", "H", "P", "C", "C", "H", "H", "H", "H", "H", "C", "C", "H", "H", "H", "H", "H", "C", "C", "H", "H", "H", "H", "H", "C", "C", "H", "H", "H", "H", "H", "C", "C", "H", "H", "H", "H", "H", "C", "C", "H", "H", "H", "H", "H", "O", "C"], "positions_angstrom": [[-6.6873, 4.9910, -3.8398], [-6.4012, 5.3879, -2.6021], [-5.4795, 4.7120, -1.7892], [-4.7526, 3.5984, -2.3175], [-5.1155, 3.1949, -3.6117], [-6.0713, 3.9226, -4.3309], [-3.7531, 2.8760, -1.5224], [-0.3125, 0.1242, 0.2211], [4.6019, -0.6006, 1.1064], [-2.8603, 1.8758, -1.8609], [-1.7661, 1.5419, -1.0169], [-0.4438, 1.1835, -1.5119], [0.6629, 1.9274, -0.9360], [0.5573, 2.5564, 0.3044], [-0.6289, 2.2728, 1.0212], [-1.7731, 1.7265, 0.4030], [2.0566, 3.4237, 1.1772], [-3.6395, 3.2333, -0.4954], [-2.8705, 1.3741, -2.8396], [-5.3620, 5.0909, -0.7724], [-4.6313, 2.3166, -4.0167], [-6.9330, 6.2884, -2.2631], [-6.3214, 3.6023, -5.3346], [-0.2914, 0.7027, -2.4896], [-2.6398, 1.6565, 1.0806], [1.5526, 1.9734, -1.5706], [-0.7747, 2.6349, 2.0328], [-0.4417, -2.1307, 0.6169], [4.5777, 1.2123, 1.1813], [5.8515, 1.8364, 0.5986], [4.4259, 1.5116, 2.2355], [3.7300, 1.5107, 0.5428], [5.8207, 2.9190, 0.7587], [6.7718, 1.4507, 1.0578], [5.9033, 1.6815, -0.4858], [3.9089, -1.1246, -0.4957], [4.9805, -2.0559, -1.0687], [3.7210, -0.2421, -1.1282], [2.9677, -1.6690, -0.3078], [4.7986, -2.2628, -2.1210], [5.9883, -1.6375, -0.9676], [4.9996, -3.0118, -0.5366], [3.4986, -1.3614, 2.3361], [4.3793, -1.8956, 3.4760], [2.9311, -2.1845, 1.8735], [2.8022, -0.5799, 2.6689], [3.8370, -2.6165, 4.0944], [5.2899, -2.3755, 3.0987], [4.7183, -1.0889, 4.1358], [-0.5627, -3.1879, 2.0914], [-1.5608, -4.3626, 1.9570], [-0.8259, -2.5048, 2.9178], [0.4660, -3.5540, 2.2744], [-2.5852, -4.0626, 2.2219], [-1.5646, -4.7847, 0.9374], [-1.2321, -5.1436, 2.6568], [0.3118, -3.1650, -0.7019], [-0.0059, -2.6733, -2.0993], [-0.0615, -4.1768, -0.4968], [1.3928, -3.1738, -0.4919], [-1.0708, -2.8323, -2.2938], [0.2205, -1.6072, -2.2569], [0.5643, -3.2465, -2.8364], [-2.2321, -1.7771, 0.2111], [-3.1235, -1.4997, 1.4292], [-2.5592, -2.6600, -0.3614], [-2.2144, -0.8649, -0.4404], [-4.0359, -1.0033, 1.0706], [-3.4377, -2.4312, 1.9095], [-2.6797, -0.8389, 2.1964], [0.7936, 0.3290, 3.6564], [0.6201, -0.2520, 2.6603]], "e_above_lowest_ev": 0.000, "e_lumo_ev": [-6.04, -8.83], "orbital_gap_ev": [7.2, 4.3], "spin_multiplicity": 5, "total_charge": 2}

=====

(2)
{"formula": "C26H40Cl10F12O8", "method": "the ωB97M-V functional and the def2-TZVPD basis", "symbols": ["C", "C", "O", "C", "O", "C", "F", "F", "F", "H", "H", "H", "H", "H", "C", "C", "O", "C", "O", "C", "F", "F", "F", "H", "H", "H", "H", "H", "C", "C", "O", "C", "O", "C", "F", "F", "F", "H", "H", "H", "H", "H", "C", "C", "O", "C", "O", "C", "F", "F", "F", "H", "H", "H", "H", "H", "Cl", "C", "C", "Cl", "H", "H", "H", "H", "Cl", "C", "C", "Cl", "H", "H", "H", "H", "Cl", "C", "C", "Cl", "H", "H", "H", "H", "Cl", "C", "C", "Cl", "H", "H", "H", "H", "Cl", "C", "C", "Cl", "H", "H", "H", "H"], "positions_angstrom": [[14.5326, -17.4662, 8.9104], [13.8106, -18.6358, 9.5125], [12.6027, -18.2304, 10.1421], [11.4802, -18.0829, 9.4142], [11.3461, -18.3501, 8.2581], [10.2275, -17.6800, 10.2268], [10.0609, -16.4317, 9.9263], [9.1370, -18.2485, 9.8039], [10.3696, -17.7382, 11.5463], [15.5003, -17.7586, 8.5027], [14.6460, -16.6765, 9.6531], [14.0156, -17.1668, 7.9987], [14.4288, -19.0598, 10.3038], [13.7217, -19.5298, 8.8953], [6.5863, -14.6881, 16.8850], [5.0497, -14.2547, 16.7020], [4.5175, -14.9263, 15.6317], [4.7858, -14.5706, 14.2774], [5.5803, -13.7012, 13.9221], [3.9320, -15.3232, 13.2505], [3.9128, -16.6612, 13.5859], [2.6485, -14.9251, 13.4481], [4.2432, -15.0189, 12.0514], [7.0564, -14.0621, 17.6435], [7.0290, -14.5370, 15.9004], [6.6602, -15.7517, 17.1116], [4.9661, -13.1799, 16.5412], [4.5518, -14.5936, 17.6105], [3.5887, -12.0126, 11.3731], [2.8117, -10.8344, 10.7738], [1.7166, -11.3980, 10.0788], [1.1278, -10.8055, 8.9820], [1.6249, -9.8370, 8.4178], [-0.2263, -11.4229, 8.5787], [-1.1867, -10.5057, 8.6137], [-0.0709, -11.9048, 7.2925], [-0.6428, -12.4476, 9.3093], [4.1001, -11.7096, 12.2867], [4.3448, -12.5413, 10.7927], [2.8415, -12.6851, 11.7944], [3.4529, -10.3017, 10.0715], [2.4773, -10.1099, 11.5163], [4.8448, -11.9216, 7.0097], [5.9255, -12.1280, 5.9672], [5.3961, -12.7244, 4.8221], [6.1927, -12.9073, 3.7959], [7.3695, -12.5493, 3.6425], [5.4159, -13.7448, 2.7243], [5.1941, -13.0096, 1.6345], [6.1811, -14.8071, 2.3305], [4.2335, -14.1291, 3.1033], [5.0642, -11.1458, 7.7433], [4.5796, -12.8210, 7.5654], [3.9033, -11.7131, 6.5014], [6.7910, -12.6343, 6.3946], [6.2382, -11.1268, 5.6705], [7.7468, -7.9555, 15.5252], [7.2049, -6.8524, 14.2533], [7.6964, -7.3262, 12.8539], [9.4587, -7.1267, 12.6517], [7.6859, -5.8952, 14.4545], [6.1248, -6.7541, 14.3624], [7.2741, -6.6540, 12.1070], [7.3703, -8.3378, 12.6120], [7.2311, -16.4910, 11.6569], [6.4444, -16.7564, 10.1395], [5.8488, -18.2331, 10.0079], [4.5167, -18.5160, 11.1254], [7.1989, -16.5812, 9.3726], [5.6763, -15.9954, 10.0017], [6.6344, -18.9439, 10.2643], [5.5776, -18.3984, 8.9652], [7.5782, -10.8962, 11.5292], [7.7585, -12.6861, 11.5276], [8.6743, -13.1788, 10.4476], [7.7798, -13.0490, 8.9009], [6.7874, -13.1790, 11.4815], [8.1927, -12.9557, 12.4903], [8.7901, -14.2234, 10.7364], [9.6205, -12.6586, 10.2986], [12.1718, -12.1343, 10.6512], [13.7058, -12.7116, 10.1312], [13.6221, -13.4374, 8.7341], [12.4113, -14.7279, 8.6847], [14.0475, -13.4067, 10.8981], [14.4241, -11.8945, 10.1988], [14.6107, -13.8674, 8.5732], [13.4575, -12.8384, 7.8385], [9.4377, -15.8844, 16.5538], [11.0335, -15.9451, 15.8521], [10.9239, -16.2090, 14.3106], [10.3518, -14.6196, 13.6120], [11.5137, -16.7846, 16.3546], [11.5967, -15.0471, 16.1060], [10.2041, -16.9991, 14.0967], [11.8606, -16.5792, 13.8938]], "e_lumo_ev": [1.72, 1.72], "orbital_gap_ev": [1.9, 6.8], "spin_multiplicity": 2, "total_charge": -1}

=====

(3)
{"formula": "C26H40Cl3N4O3SiV", "method": "the ωB97M-V functional and the def2-TZVPD basis", "symbols": ["C", "C", "H", "H", "H", "C", "C", "H", "H", "H", "H", "V", "Cl", "Cl", "C", "O", "N", "C", "C", "H", "H", "H", "H", "H", "H", "H", "H", "H", "C", "C", "N", "H", "C", "O", "H", "H", "H", "H", "O", "C", "C", "C", "H", "C", "H", "C", "H", "C", "C", "H", "H", "H", "Si", "Cl", "C", "C", "C", "H", "H", "H", "H", "H", "H", "H", "H", "H", "N", "C", "C", "C", "C", "N", "C", "C", "H", "H", "H", "H"], "positions_angstrom": [[-3.2468, 1.5928, -2.2996], [-2.5666, 0.8181, -3.3727], [-3.0031, 2.6609, -2.3903], [-2.9070, 1.2536, -1.3120], [-4.3410, 1.4836, -2.3570], [-2.7032, 1.1553, -4.6688], [-3.5307, 2.2988, -5.1421], [-2.2456, 0.5604, -5.4582], [-3.2472, 3.2453, -4.6583], [-4.6090, 2.1420, -4.9809], [-3.3809, 2.4164, -6.2207], [-0.8522, -0.0629, 2.1811], [-2.6581, -0.6741, 3.3336], [-1.3105, -1.6109, 0.5314], [0.5873, -2.4274, 2.5327], [0.7167, -1.1742, 2.7054], [1.6292, -3.1903, 2.2437], [2.9646, -2.6029, 2.3079], [1.4694, -4.5516, 1.7487], [-0.3915, -2.9171, 2.6045], [3.1320, -2.1734, 3.3056], [3.0870, -1.8103, 1.5583], [3.6806, -3.4027, 2.1121], [0.5752, -5.0017, 2.1985], [2.3543, -5.1320, 2.0256], [1.3596, -4.5748, 0.6519], [-1.1504, 5.0849, 2.4962], [-0.5085, 3.1465, -0.1028], [-0.0977, 5.1876, 2.1941], [0.3442, 3.7913, 0.1675], [0.4167, 3.9534, 1.6158], [0.4952, 5.4464, 3.0789], [0.7333, 2.9455, 2.4580], [0.6906, 1.7184, 2.2222], [1.2699, 3.3561, -0.2235], [1.0604, 3.3141, 3.4543], [-0.0294, 5.9774, 1.4438], [0.1892, 4.7841, -0.2575], [-0.7530, 0.1788, -1.9443], [-1.7044, -0.3393, -2.8925], [-0.2652, -0.6497, -4.9967], [-1.1140, -1.1920, -4.0266], [-0.0740, 0.4258, -4.9905], [0.3182, -1.4821, -5.9582], [-2.3620, -0.9841, -2.2864], [-1.4852, -2.5419, -4.1064], [1.0156, -1.0509, -6.6771], [0.0108, -2.8468, -5.9881], [-0.9146, -3.3677, -5.0771], [-2.2200, -2.9146, -3.3890], [0.4927, -3.4969, -6.7264], [-1.1894, -4.4242, -5.1129], [0.8056, -0.3603, -1.6131], [-1.8323, 1.5538, 0.7411], [1.9099, 0.3847, -2.9824], [0.9166, -2.2438, -1.7067], [1.7742, 0.1999, -0.1142], [2.0422, -0.2734, -3.8547], [2.9145, 0.5975, -2.5820], [1.4852, 1.3338, -3.3429], [1.4590, 1.1932, 0.2082], [2.8306, 0.2276, -0.4149], [1.6688, -0.4877, 0.7309], [1.1337, -2.6003, -2.7246], [-0.0090, -2.7264, -1.3647], [1.7273, -2.6152, -1.0607], [2.5490, 0.2148, 9.2741], [1.8887, 0.2484, 8.3026], [1.1012, 0.2773, 7.0848], [0.8035, 1.4796, 6.4372], [0.0504, 1.4476, 5.2494], [-0.2958, 0.3042, 4.6596], [-0.1603, -0.8311, 5.3590], [0.5734, -0.8990, 6.5463], [1.1352, 2.4373, 6.8382], [-0.2711, 2.3842, 4.7835], [-0.6579, -1.7226, 4.9700], [0.7263, -1.8650, 7.0206]], "e_above_lowest_ev": 2.211, "e_lumo_ev": [2.34, 2.33], "orbital_gap_ev": [3.9, 7.9], "spin_multiplicity": 4, "total_charge": -1}

=====

> What is the formula in the first record?

C26H40BrFeNOP2